# 1
{
  "formula": "C19H16N3OPd",
  "method": "the ωB97M-V functional and the def2-TZVPD basis",
  "homo_energy_ev": [-18.5, -18.5],
  "gap_ev": [5.32, 5.32],
  "relative_energy_kj_mol": 166.4,
  "largest_force_ev_per_a": 4.070,
  "charge": 3,
  "elements": ["Pd", "C", "C", "N", "C", "C", "C", "C", "C", "C", "C", "N", "C", "C", "C", "C", "C", "C", "C", "C", "N", "C", "H", "H", "H", "H", "H", "H", "H", "H", "H", "H", "H", "H", "C", "O", "H", "H", "H", "H"],
  "coordinates": [[0.004, -1.381, -0.131], [-4.336, -1.353, 0.019], [-2.976, -1.678, 0.063], [-2.044, -0.741, 0.086], [-2.334, 0.573, 0.075], [-3.701, 0.984, 0.036], [-4.688, -0.022, 0.006], [-3.999, 2.367, 0.003], [-2.972, 3.290, 0.007], [-1.636, 2.908, 0.060], [-1.251, 1.550, 0.087], [-0.002, 1.025, 0.089], [1.245, 1.553, 0.078], [1.627, 2.910, 0.016], [2.962, 3.300, -0.010], [3.989, 2.378, 0.006], [3.696, 0.995, 0.046], [4.689, -0.007, 0.012], [4.341, -1.339, 0.038], [2.983, -1.671, 0.096], [2.047, -0.737, 0.117], [2.331, 0.577, 0.092], [-5.076, -2.141, -0.008], [-2.654, -2.719, 0.078], [-5.731, 0.268, -0.023], [-5.033, 2.687, -0.036], [-3.210, 4.344, -0.037], [-0.908, 3.703, 0.078], [0.893, 3.698, -0.024], [3.194, 4.356, -0.052], [5.021, 2.703, -0.028], [5.731, 0.287, -0.039], [5.082, -2.125, 0.011], [2.666, -2.714, 0.121], [-0.086, -4.817, 0.157], [0.165, -3.665, -0.669], [0.807, -5.444, 0.225], [-0.893, -5.425, -0.261], [-0.364, -4.480, 1.158], [0.421, -4.000, -1.542]]
}

# 2
{
  "formula": "C19H16N4O5S",
  "method": "the ωB97M-V functional and the def2-TZVPD basis",
  "homo_energy_ev": -9.1,
  "gap_ev": 8.43,
  "relative_energy_kj_mol": 0.0,
  "largest_force_ev_per_a": 1.033,
  "smiles": "O=C(CN(c1ccccc1)S(=O)(=O)c1ccccc1[N+](=O)[O-])Nc1cccnc1",
  "charge": 0,
  "elements": ["O", "C", "C", "N", "C", "C", "C", "C", "C", "C", "S", "O", "O", "C", "C", "C", "C", "C", "C", "N", "O", "O", "N", "C", "C", "C", "C", "N", "C", "H", "H", "H", "H", "H", "H", "H", "H", "H", "H", "H", "H", "H", "H", "H", "H"],
  "coordinates": [[0.705, 1.601, 1.430], [-0.207, 0.824, 1.621], [-0.010, -0.483, 2.397], [0.524, -1.519, 1.531], [1.906, -1.808, 1.548], [2.844, -0.808, 1.804], [4.191, -1.120, 1.848], [4.620, -2.418, 1.628], [3.688, -3.408, 1.367], [2.336, -3.114, 1.336], [-0.476, -1.995, 0.284], [-0.087, -3.285, -0.167], [-1.809, -1.758, 0.767], [-0.182, -0.762, -1.022], [1.011, -0.067, -1.098], [1.141, 0.996, -1.981], [0.077, 1.382, -2.780], [-1.112, 0.675, -2.732], [-1.227, -0.401, -1.862], [-2.440, -1.184, -1.891], [-3.481, -0.588, -2.050], [-2.314, -2.381, -1.799], [-1.468, 0.968, 1.149], [-1.952, 1.936, 0.263], [-3.259, 1.804, -0.203], [-3.741, 2.724, -1.115], [-2.894, 3.740, -1.534], [-1.659, 3.878, -1.086], [-1.196, 3.013, -0.205], [0.692, -0.320, 3.216], [-0.959, -0.847, 2.797], [2.526, 0.212, 1.957], [4.908, -0.338, 2.050], [5.672, -2.655, 1.660], [4.011, -4.424, 1.199], [1.611, -3.884, 1.138], [1.835, -0.345, -0.462], [2.074, 1.535, -2.024], [0.172, 2.228, -3.441], [-1.953, 0.937, -3.356], [-2.095, 0.182, 1.297], [-3.876, 0.985, 0.137], [-4.746, 2.643, -1.497], [-3.215, 4.478, -2.256], [-0.185, 3.173, 0.136]]
}

# 3
{
  "formula": "C19H16O8",
  "method": "the ωB97M-V functional and the def2-TZVPD basis",
  "homo_energy_ev": -9.2,
  "gap_ev": 7.34,
  "relative_energy_kj_mol": 0.0,
  "largest_force_ev_per_a": 2.386,
  "smiles": "C[C@]1(O)C[C@@]2(O)C=CC3=C(C(=O)c4cccc(O)c4C3=O)[C@@]2(O)C(=O)[C@@H]1O",
  "charge": 0,
  "elements": ["C", "C", "O", "C", "C", "O", "C", "C", "C", "C", "C", "O", "C", "C", "C", "C", "C", "O", "C", "C", "O", "C", "O", "C", "O", "C", "O", "H", "H", "H", "H", "H", "H", "H", "H", "H", "H", "H", "H", "H", "H", "H", "H"],
  "coordinates": [[-1.399, -3.661, 2.685], [-1.128, -2.462, 1.792], [-1.963, -2.593, 0.647], [0.340, -2.551, 1.355], [0.818, -1.354, 0.546], [2.219, -1.537, 0.412], [0.218, -1.322, -0.840], [0.143, -0.143, -1.521], [0.691, 1.106, -0.944], [0.932, 1.177, 0.421], [1.375, 2.459, 1.018], [1.418, 2.577, 2.239], [1.767, 3.591, 0.082], [2.409, 4.748, 0.560], [2.886, 5.733, -0.330], [2.664, 5.602, -1.695], [1.974, 4.478, -2.184], [1.729, 4.421, -3.515], [1.541, 3.478, -1.306], [0.844, 2.296, -1.829], [0.525, 2.220, -3.027], [0.576, -0.037, 1.307], [1.467, -0.061, 2.430], [-0.900, 0.046, 1.748], [-1.594, 1.036, 1.570], [-1.442, -1.151, 2.505], [-0.973, -1.113, 3.890], [-0.748, -3.640, 3.572], [-1.180, -4.570, 2.123], [-2.437, -3.759, 2.998], [-2.892, -2.613, 0.935], [0.472, -3.461, 0.769], [0.926, -2.646, 2.268], [2.567, -1.295, 1.286], [-0.155, -2.205, -1.350], [-0.319, -0.111, -2.524], [2.587, 4.867, 1.627], [3.476, 6.582, 0.030], [3.011, 6.336, -2.419], [1.229, 3.610, -3.698], [1.603, 0.870, 2.769], [-2.532, -1.110, 2.474], [0.012, -1.085, 3.879]]
}

# 4
{
  "formula": "C19H17BBiN11O3",
  "method": "the ωB97M-V functional and the def2-TZVPD basis",
  "homo_energy_ev": -7.7,
  "gap_ev": 7.54,
  "relative_energy_kj_mol": 30.1,
  "largest_force_ev_per_a": 0.860,
  "charge": 0,
  "elements": ["Bi", "C", "C", "N", "N", "C", "B", "N", "C", "C", "C", "N", "N", "C", "C", "C", "N", "H", "H", "H", "H", "H", "H", "H", "H", "H", "H", "O", "N", "N", "O", "C", "C", "C", "C", "C", "C", "H", "H", "H", "H", "H", "N", "C", "O", "C", "C", "N", "C", "N", "H", "H"],
  "coordinates": [[-0.257, 0.192, -0.345], [-2.847, 3.058, 2.289], [-1.815, 2.813, 1.381], [-1.588, 1.506, 1.298], [-2.455, 0.888, 2.120], [-3.221, 1.804, 2.735], [-2.415, -0.641, 2.322], [-2.857, -1.384, 1.040], [-3.998, -2.050, 0.797], [-3.915, -2.622, -0.458], [-2.654, -2.247, -0.930], [-2.030, -1.513, -0.014], [-0.945, -1.039, 2.600], [-0.469, -1.664, 3.684], [0.877, -1.919, 3.498], [1.162, -1.401, 2.237], [0.056, -0.871, 1.712], [-3.263, 4.006, 2.580], [-1.219, 3.500, 0.801], [-3.976, 1.512, 3.446], [-3.111, -0.954, 3.238], [-4.792, -2.078, 1.526], [-4.656, -3.219, -0.959], [-2.161, -2.469, -1.864], [-1.110, -1.877, 4.523], [1.551, -2.416, 4.172], [2.085, -1.376, 1.684], [2.023, -0.138, -0.167], [2.795, 0.818, -0.571], [2.272, 1.959, -0.650], [1.018, 2.208, -0.342], [3.083, 3.046, -1.128], [2.452, 4.220, -1.506], [3.213, 5.261, -2.009], [4.588, 5.127, -2.122], [5.208, 3.953, -1.720], [4.461, 2.901, -1.220], [1.379, 4.286, -1.428], [2.728, 6.175, -2.322], [5.178, 5.936, -2.533], [6.283, 3.854, -1.797], [4.921, 1.974, -0.913], [1.997, -2.488, -2.537], [1.437, -1.282, -2.799], [0.277, -1.042, -2.314], [2.117, -0.385, -3.632], [1.533, 0.834, -4.028], [1.056, 1.834, -4.353], [3.396, -0.707, -4.136], [4.443, -1.014, -4.516], [2.920, -2.709, -2.871], [1.547, -3.093, -1.876]]
}

# 5
{
  "formula": "C19H17BCl3IO5",
  "method": "the ωB97M-V functional and the def2-TZVPD basis",
  "homo_energy_ev": -8.4,
  "gap_ev": 6.14,
  "relative_energy_kj_mol": 0.0,
  "largest_force_ev_per_a": 2.740,
  "charge": 0,
  "elements": ["Cl", "B", "Cl", "Cl", "O", "C", "C", "C", "C", "C", "C", "C", "H", "H", "H", "H", "H", "H", "C", "C", "C", "O", "C", "O", "C", "I", "C", "C", "C", "C", "C", "C", "C", "O", "O", "H", "H", "H", "H", "H", "H", "H", "H", "H", "H", "H"],
  "coordinates": [[3.918, -1.927, 2.759], [3.243, -0.254, 3.289], [3.272, -0.022, 5.146], [4.169, 1.126, 2.446], [1.855, -0.304, 2.803], [0.889, 0.523, 2.689], [-0.423, 0.062, 3.032], [-1.457, 0.999, 3.213], [-2.726, 0.571, 3.576], [-2.999, -0.798, 3.732], [-1.967, -1.742, 3.576], [-0.680, -1.327, 3.252], [1.047, 1.559, 2.366], [-1.190, 2.046, 3.105], [-3.515, 1.297, 3.763], [-4.006, -1.125, 3.980], [-2.183, -2.800, 3.745], [0.147, -2.037, 3.206], [0.172, 2.738, -3.588], [-0.471, 3.053, -2.241], [-1.369, 4.299, -2.301], [-1.275, 1.967, -1.756], [-0.620, 0.825, -1.339], [-1.257, -0.191, -1.153], [0.810, 0.957, -1.115], [1.964, -0.623, -0.482], [1.099, -2.322, -1.444], [0.533, -3.339, -0.675], [-0.122, -4.396, -1.335], [-0.205, -4.395, -2.733], [0.399, -3.383, -3.482], [1.055, -2.334, -2.829], [1.424, 2.276, -1.011], [2.569, 2.469, -0.661], [0.590, 3.342, -1.281], [0.835, 1.857, -3.524], [-0.611, 2.553, -4.338], [0.752, 3.618, -3.906], [-1.809, 4.499, -1.317], [-0.787, 5.169, -2.618], [-2.174, 4.142, -3.022], [0.574, -3.306, 0.417], [-0.568, -5.201, -0.745], [-0.758, -5.193, -3.239], [0.350, -3.407, -4.569], [1.506, -1.524, -3.391]]
}